Computed, not measured: C43H41Cl5FN5Y as an isolated structure in a non-equilibrium geometry, with ωB97M-V/def2-TZVPD.

Geometry (Å):
Y1 -1.0859 1.2679 -0.1025
C1 -1.8726 -0.5783 -3.0017
C2 -1.1444 -1.5240 -2.0415
C3 0.2659 -1.0905 -1.6861
C4 1.2886 -1.6619 -2.3492
C5 3.5910 -2.5035 -1.5589
C6 3.4770 -1.8598 -0.1829
C7 1.6483 -0.2159 0.0428
N1 0.4051 -0.1333 -0.6963
N2 -2.1173 0.7728 -2.4510
C8 -3.5431 0.9265 -2.1043
C9 -3.9144 -0.0696 -1.0326
C10 -5.0275 -0.8898 -1.1487
C11 -5.2694 -1.8430 -0.1723
C12 -4.3936 -1.9393 0.8976
C13 -3.3306 -1.0541 0.9600
N3 -3.0856 -0.1472 0.0146
C14 -1.7017 1.7805 -3.4292
C15 -1.6645 3.1946 -2.9113
C16 -1.8033 4.2498 -3.8076
C17 -1.7045 5.5486 -3.3426
C18 -1.4981 5.7462 -1.9859
C19 -1.3758 4.6417 -1.1636
N4 -1.4350 3.3833 -1.6086
H1 -2.8249 -1.0381 -3.2907
H2 -1.2606 -0.4983 -3.9035
H3 -1.0824 -2.4883 -2.5513
H4 -1.7192 -1.6712 -1.1239
H5 1.0993 -2.4137 -3.1001
H6 4.5961 -2.4407 -1.9763
H7 4.3677 -1.8205 0.4459
H8 1.7923 0.7276 0.5798
H9 -4.1862 0.7786 -2.9854
H10 -3.7160 1.9413 -1.7218
H11 -5.6969 -0.7859 -1.9881
H12 -6.1197 -2.5016 -0.2534
H13 -4.5334 -2.6778 1.6708
H14 -2.6422 -1.0751 1.7959
H15 -2.3373 1.7472 -4.3295
H16 -0.6767 1.5381 -3.7351
H17 -1.9767 4.0496 -4.8541
H18 -1.7903 6.3856 -4.0174
H19 -1.4290 6.7383 -1.5721
H20 -1.2264 4.7724 -0.1002
C20 4.3801 1.1186 0.4958
C21 3.9099 0.6214 -0.8752
C22 3.3047 1.7769 -1.6712
C23 2.9277 -0.5508 -0.7734
C24 2.7080 -1.3255 -2.1020
C25 3.1413 -3.9304 -1.5900
C26 2.4426 -4.4725 -0.5898
C27 1.8304 -3.6376 0.4345
C28 0.6486 -4.1437 1.2202
C29 1.0841 -5.2893 2.1352
C30 -0.4922 -4.5699 0.2945
C31 2.2835 -2.3848 0.5536
N5 1.5563 -1.2952 1.0694
C32 1.5954 -0.9702 2.4089
C33 2.5532 -1.4673 3.3018
C34 2.6068 -1.0087 4.6037
C35 1.7229 -0.0404 5.0598
C36 0.7073 0.4018 4.2263
C37 0.6525 -0.0964 2.9461
F1 -0.4380 0.2553 2.1340
H21 5.2512 1.7591 0.3828
H22 4.6527 0.2890 1.1433
H23 3.6068 1.7003 0.9941
H24 4.7871 0.2512 -1.4191
H25 2.4134 2.1554 -1.1723
H26 3.0271 1.4614 -2.6735
H27 4.0242 2.5883 -1.7525
H28 3.1525 -0.8472 -2.9799
H29 3.4624 -4.5291 -2.4287
H30 2.1908 -5.5213 -0.6039
H31 0.2913 -3.3209 1.8492
H32 1.4386 -6.1330 1.5504
H33 0.2518 -5.6221 2.7498
H34 1.8897 -4.9664 2.7917
H35 -0.1748 -5.3628 -0.3781
H36 -0.8191 -3.7215 -0.3021
H37 -1.3331 -4.9310 0.8827
H38 3.2596 -2.2029 2.9479
H39 3.3627 -1.3946 5.2704
H40 1.8082 0.3512 6.0605
H41 -0.0393 1.1102 4.5511
Cl1 -4.1895 2.0895 1.7317
C38 -2.8067 2.9771 2.2545
C39 -1.6295 2.7294 1.5529
C40 -0.5369 3.4792 1.9904
Cl2 0.9293 3.1626 1.1117
C41 -0.5741 4.4251 3.0046
Cl3 0.8083 5.3616 3.4137
C42 -1.7839 4.6196 3.6767
Cl4 -1.8819 5.7723 4.9460
C43 -2.9119 3.8838 3.3062
Cl5 -4.3983 4.1236 4.1337

As for the energy relative to the best compared isomer or geometry (same formula, charge and spin): 3.2942 eV. The spin multiplicity is 1. Its total charge is +1. The calculation puts the strongest force on any atom at 0.053 Eh/bohr. As for the total energy: -4375.98551 a.u. The calculation puts the orbital gap at 0.237 hartree.

---

Computed, not measured: C30H22Cl2N6O3S2SeW as an isolated structure in a non-equilibrium geometry, with ωB97M-V/def2-TZVPD.

Geometry (Å):
W1 0.3391 0.1539 0.8468
S1 4.5464 -1.0754 -0.7115
C1 4.6174 0.6447 -0.4935
C2 5.7307 1.4728 -0.6111
C3 5.5768 2.8066 -0.2993
C4 4.3416 3.3016 0.1336
C5 3.2391 2.4821 0.2380
C6 3.3713 1.1395 -0.0990
N1 2.3914 0.1351 -0.0302
C7 2.9007 -1.0422 -0.2552
C8 2.0697 -2.2136 -0.0017
C9 2.4923 -3.5191 -0.2033
C10 1.6347 -4.5580 0.1223
C11 0.3758 -4.2704 0.6392
C12 -0.0382 -2.9567 0.8237
C13 0.8118 -1.9020 0.5050
H1 6.6890 1.0754 -0.9154
H2 6.4284 3.4698 -0.3653
H3 4.2441 4.3447 0.4019
H4 2.3008 2.8744 0.5951
H5 3.4805 -3.7261 -0.5972
H6 1.9452 -5.5837 -0.0222
H7 -0.2982 -5.0774 0.8961
H8 -1.0295 -2.7600 1.2102
Se1 0.0127 1.8315 -1.1348
C14 0.4558 3.6563 -0.8339
C15 0.0092 4.3440 0.2917
C16 0.3623 5.6753 0.4761
C17 1.1266 6.3356 -0.4758
C18 1.5349 5.6612 -1.6202
C19 1.2108 4.3240 -1.7955
H9 -0.5979 3.8348 1.0320
H10 0.0346 6.1942 1.3675
H11 1.4019 7.3717 -0.3290
H12 2.1222 6.1734 -2.3718
H13 1.5517 3.7897 -2.6731
C20 -4.6603 2.8153 -1.2039
C21 -3.8342 1.8602 -1.9992
C22 -3.8020 1.7921 -3.3708
C23 -2.9827 0.8242 -3.9521
N2 -2.2358 -0.0154 -3.2367
C24 -2.2709 0.0724 -1.9104
S2 -1.3396 -1.0291 -0.9536
N3 -3.0746 0.9906 -1.3223
C25 -2.8896 0.6719 -5.4376
H14 -5.0347 3.6126 -1.8407
H15 -4.0765 3.2361 -0.3864
H16 -5.5038 2.2874 -0.7571
H17 -4.3911 2.4712 -3.9680
H18 -3.1075 1.0399 -0.2944
H19 -3.3900 1.4818 -5.9639
H20 -3.3441 -0.2764 -5.7280
H21 -1.8420 0.6313 -5.7313
Cl1 -2.4099 -1.5148 3.3009
C26 -2.9086 0.1903 3.2622
Cl2 -2.1076 1.1476 4.5104
C27 -2.7060 0.8061 1.8844
O1 -3.7219 1.2397 1.3420
O2 -1.5549 0.8869 1.3649
H22 -3.9713 0.2056 3.4670
O3 0.2751 -0.0173 2.7283
N4 1.6590 0.1513 2.5043
C28 2.0583 1.3641 3.0092
C29 3.4383 1.5828 3.2312
N5 4.5643 1.7576 3.4072
C30 1.1543 2.4357 3.2785
N6 0.4347 3.3088 3.5081

As for the energy relative to the best compared isomer or geometry (same formula, charge and spin): 1.4138 eV. As for the expectation value of S²: 2.033. The spin multiplicity is 3. Its total charge is 0. The calculation puts the strongest force on any atom at 0.030 Eh/bohr. As for the total energy: -5895.93680 a.u. The calculation puts the orbital gap (spin up / spin down) at 0.240 / 0.226 hartree.

---

Computed, not measured: CH16Na3O11 as an isolated structure in a non-equilibrium geometry, with ωB97M-V/def2-TZVPD.

Geometry (Å):
Na1 9.2483 11.7447 2.8937
Na2 6.5993 15.1627 5.7063
Na3 10.1901 15.0095 4.7076
C1 9.1462 12.7791 6.2985
O1 8.7549 11.9429 7.1489
O2 9.7569 12.4214 5.1882
O3 8.9712 14.0557 6.4505
O4 6.0485 12.7529 6.6240
H1 5.7514 12.2737 5.8400
H2 6.8785 12.3002 6.9019
O5 7.7206 10.4718 9.4585
H3 6.9395 10.8829 9.0786
H4 8.3846 10.5182 8.7602
O6 12.0394 12.7903 3.9226
H5 11.3465 12.5904 4.5929
H6 12.5998 12.0051 3.9161
O7 9.8583 15.7512 8.5390
H7 9.3524 15.0846 8.0381
H8 9.6800 15.5203 9.4577
O8 11.8258 15.4464 6.5783
H9 11.1458 15.3998 7.2820
H10 12.5206 15.9849 6.9696
O9 8.6822 9.4491 5.4264
H11 7.8273 9.3905 5.8685
H12 8.8742 10.3984 5.3814
O10 11.7029 11.7251 7.8447
H13 11.3778 11.3067 8.6497
H14 10.9369 11.7543 7.2586
O11 8.0078 13.6244 9.2313
H15 8.3485 13.0105 8.5341
H16 7.2935 14.0938 8.7954

As for the energy relative to the best compared isomer or geometry (same formula, charge and spin): 0.3251 eV. The spin multiplicity is 1. Its total charge is +1. The calculation puts the strongest force on any atom at 0.028 Eh/bohr. As for the total energy: -1362.18896 a.u. The calculation puts the orbital gap at 0.267 hartree.

---

Computed, not measured: a 2-piece molecular cluster, C3H8N2S overall in a non-equilibrium geometry, with ωB97M-V/def2-TZVPD.

Geometry (Å):
C1 -1.9535 -1.6108 0.5655
C2 -1.7291 -0.1829 0.1046
C3 -1.0470 -0.9372 1.1376
N1 1.6777 1.4485 0.1102
N2 1.8014 -1.1755 0.5606
S1 1.6264 0.0226 -0.7130
H1 0.7856 1.6366 0.6477
H2 -2.5977 -2.4769 0.6517
H3 -1.1454 -0.0584 -0.8514
H4 -2.3202 0.5891 0.3272
H5 -0.3991 -0.8568 2.0031
H6 2.4117 2.1853 0.1398
H7 1.8464 -2.0459 0.0700
H8 2.7626 -0.9763 0.7813

As for the energy relative to the best compared isomer or geometry (same formula, charge and spin): 4.8118 eV. The spin multiplicity is 1. Its total charge is 0. The calculation puts the strongest force on any atom at 0.096 Eh/bohr. As for the SMILES: C1=CC1.NSN. As for the total energy: -626.64645 a.u. The calculation puts the orbital gap at 0.328 hartree.

---

Computed, not measured: an isolated molecule of C16H15NO5S in a non-equilibrium geometry, with ωB97M-V/def2-TZVPD.

Geometry (Å):
C1 1.6177 3.5610 -0.9835
C2 0.5077 2.5592 -0.9298
C3 0.5828 1.3988 -1.6972
C4 -0.4224 0.4518 -1.6403
C5 -1.5060 0.6707 -0.8112
C6 -1.6214 1.8259 -0.0650
C7 -0.6093 2.7684 -0.1279
H1 -0.6872 3.6745 0.4539
H2 -2.4955 1.9727 0.5491
S1 -2.7442 -0.6075 -0.6300
O1 -4.0239 -0.0044 -0.4070
O2 -2.6065 -1.5506 -1.7041
C8 -2.2817 -1.5273 0.9274
C9 -1.4752 -0.6388 1.8110
O3 -1.9800 -0.0131 2.7178
C10 -0.0273 -0.4752 1.4947
C11 0.6671 -1.2471 0.5760
C12 2.0002 -0.9734 0.2937
C13 2.6955 0.0635 0.9287
C14 1.9873 0.8053 1.8721
C15 0.6616 0.5514 2.1469
H3 0.1232 1.1441 2.8709
H4 2.4946 1.6026 2.3938
C16 4.1260 0.3799 0.6584
H5 4.7413 -0.5176 0.6824
H6 4.5020 1.0892 1.3911
H7 4.2377 0.8043 -0.3384
N1 2.6184 -1.8063 -0.7119
O4 3.5621 -1.3599 -1.3268
O5 2.1361 -2.9028 -0.8925
H8 0.2073 -2.0681 0.0475
H9 -1.7730 -2.4230 0.5934
H10 -3.2367 -1.7627 1.3906
H11 -0.3914 -0.4506 -2.2304
H12 1.4381 1.2385 -2.3371
H13 2.5632 3.0909 -0.7182
H14 1.7179 3.9575 -1.9926
H15 1.4334 4.3871 -0.3028

As for the energy relative to the best compared isomer or geometry (same formula, charge and spin): 4.0308 eV. The spin multiplicity is 1. Its total charge is 0. The calculation puts the strongest force on any atom at 0.023 Eh/bohr. As for the SMILES: Cc1ccc(S(=O)(=O)CC(=O)c2ccc(C)c([N+](=O)[O-])c2)cc1. As for the total energy: -1447.74458 a.u. The calculation puts the orbital gap at 0.326 hartree.

---

Computed, not measured: C16H31ClN7O3Sm as an isolated structure, with ωB97M-V/def2-TZVPD.

Geometry (Å):
Sm1 -0.6918 0.4327 -0.1483
N1 0.0966 2.8982 -0.3726
C1 -0.8975 3.8096 -0.9718
C2 -2.1964 3.6689 -0.2072
N2 -2.5924 2.2497 -0.1892
H1 0.3898 3.2556 0.5354
H2 0.9459 2.8397 -0.9258
H3 -1.0373 3.5110 -2.0145
H4 -0.5627 4.8491 -0.9790
H5 -2.9685 4.3127 -0.6343
H6 -2.0561 4.0060 0.8243
H7 -3.0125 1.9751 -1.0802
H8 -3.3483 2.1011 0.4753
C3 -3.6087 -2.4416 -0.8745
C4 -2.2666 -1.8164 -1.1078
N3 -2.1941 -0.5021 -1.5566
O1 -3.4912 0.1049 -1.6690
C5 -1.0915 -2.4755 -0.9025
C6 -0.9193 -3.9260 -0.5761
N4 0.1041 -1.7242 -1.2557
O2 0.9345 -1.4897 0.8090
H9 -4.0814 -2.7064 -1.8228
H10 -4.2754 -1.7479 -0.3683
H11 -3.5332 -3.3479 -0.2837
H12 -3.9230 -0.3048 -2.4308
H13 -1.8570 -4.4723 -0.5884
H14 -0.4604 -4.1063 0.4010
H15 -0.2806 -4.4102 -1.3231
C7 3.8413 1.9209 -1.5449
N5 3.7780 0.4905 -1.2766
C8 5.0548 -0.1701 -1.0132
C9 2.5837 -0.0612 -1.0518
O3 1.5771 0.6727 -0.8513
N6 2.4723 -1.4281 -1.0114
C10 1.2772 -2.0217 -0.4575
C11 3.2130 -2.3128 -1.9224
H16 4.7936 2.1326 -2.0249
H17 3.7761 2.5047 -0.6241
H18 3.0434 2.2103 -2.2248
H19 5.6551 0.4979 -0.3976
H20 5.5951 -0.3816 -1.9349
H21 4.8922 -1.0905 -0.4607
H22 0.3219 -1.7677 -2.2504
H23 1.5341 -1.7857 1.5049
H24 1.4771 -3.0952 -0.3716
H25 3.8480 -1.7269 -2.5766
H26 2.5089 -2.8543 -2.5571
H27 3.8201 -3.0312 -1.3741
Cl1 -2.2746 3.2485 4.9845
C12 -1.7971 1.7383 4.3203
C13 -1.6573 0.6109 5.1157
C14 -1.2724 -0.5752 4.5143
C15 -1.0387 -0.5929 3.1497
N7 -1.1739 0.4954 2.3798
C16 -1.5494 1.6407 2.9584
H28 -1.8520 0.6674 6.1777
H29 -1.1591 -1.4801 5.0922
H30 -0.7579 -1.5075 2.6431
H31 -1.6558 2.5090 2.3226

As for the energy relative to the best compared isomer or geometry (same formula, charge and spin): 0.0000 eV. As for the expectation value of S²: 8.777. The spin multiplicity is 6. Its total charge is +2. The calculation puts the strongest force on any atom at 0.011 Eh/bohr. As for the total energy: -2355.01491 a.u. The calculation puts the orbital gap (spin up / spin down) at 0.251 / 0.284 hartree.

---

Computed, not measured: an isolated molecule of C4H2O2 in a non-equilibrium geometry, with ωB97M-V/def2-TZVPD.

Geometry (Å):
O1 2.1985 -0.4264 -1.0172
C1 1.0767 -0.0179 -1.1305
C2 -0.8321 0.9438 -0.5097
C3 -0.1366 -0.1049 -0.1051
C4 -0.8255 -0.3301 1.2676
O2 -1.8661 0.2800 1.4331
H1 0.8216 0.5845 -2.0443
H2 -0.4365 -0.9290 2.1062

As for the energy relative to the best compared isomer or geometry (same formula, charge and spin): 3.3328 eV. The spin multiplicity is 1. Its total charge is 0. The calculation puts the strongest force on any atom at 0.023 Eh/bohr. As for the total energy: -303.88733 a.u. The calculation puts the orbital gap at 0.361 hartree.

---

Computed, not measured: C17H25CaClF5ILiNaO13S2V as an isolated structure in a non-equilibrium geometry, with ωB97M-V/def2-TZVPD.

Geometry (Å):
C1 3.0345 -0.5864 2.1787
C2 1.7621 -0.8431 1.2034
C3 0.7715 0.4148 1.3375
I1 1.2648 1.7875 -0.2950
C4 -0.7557 0.0258 1.1759
C5 -1.8053 0.8122 1.7364
O1 -1.4382 1.9475 2.4854
C6 -3.3009 0.3685 1.5442
O2 -4.1761 1.2433 1.4220
C7 -3.5594 -1.1570 1.5379
C8 -2.5176 -1.9987 0.9849
Cl1 -2.7132 -3.8270 0.9924
C9 -1.2263 -1.2628 0.3860
O3 -0.6669 -1.6836 -0.6685
H1 3.8522 -0.1596 1.5085
H2 2.7477 0.1218 3.0158
H3 3.3177 -1.6123 2.5869
H4 1.2202 -1.7574 1.5947
H5 2.0941 -0.9729 0.1205
H6 0.9252 0.9900 2.2969
H7 -1.0694 1.5675 3.3210
H8 -4.5318 -1.5490 1.9782
Li1 -1.6063 2.3990 0.0011
F1 -4.5921 2.4459 -0.6056
F2 -2.8855 4.2907 1.8914
Na1 -1.6110 -4.0078 -1.0781
C10 -0.6205 -0.7889 -4.4737
F3 -1.1830 -1.3032 -5.5838
F4 -1.6116 -0.1607 -3.8108
F5 -0.2725 -1.8480 -3.7073
S1 0.8120 0.3326 -4.8485
O4 0.2550 1.3946 -5.6691
O5 1.7801 -0.5048 -5.5605
O6 1.2873 0.7870 -3.5512
C11 -3.6847 0.8003 7.1097
S2 -3.3097 0.5090 5.3692
O7 -1.8807 0.0714 5.2830
C12 -3.3775 2.2430 4.8707
H9 -3.6589 -0.1559 7.6325
H10 -2.9411 1.4705 7.5430
H11 -4.6813 1.2347 7.2000
H12 -2.6536 2.8227 5.4454
H13 -4.3844 2.6294 5.0351
H14 -3.1354 2.3108 3.8103
C13 4.6844 -2.7307 -0.4503
C14 5.0430 -3.8487 -1.4110
O8 4.0881 -4.0024 -2.4486
C15 3.8980 -2.8748 -3.2927
C16 5.1501 -2.4435 -4.0310
H15 3.6981 -2.9089 -0.0123
H16 5.4183 -2.6637 0.3566
H17 4.6491 -1.7608 -0.9506
H18 5.0702 -4.7927 -0.8615
H19 6.0440 -3.7129 -1.8336
H20 3.4710 -2.0434 -2.7227
H21 3.1410 -3.1625 -4.0274
H22 5.9422 -2.1300 -3.3480
H23 4.9276 -1.6030 -4.6924
H24 5.5447 -3.2684 -4.6303
O9 1.1840 -0.8617 -8.4355
V1 2.7501 -0.2676 -8.8900
O10 4.2980 0.3219 -9.3973
Ca1 -5.9569 -1.3606 1.1521
C17 -4.1626 7.7161 1.0693
O11 -3.8219 7.1363 0.0074
O12 -5.3107 7.2228 1.5724
O13 -3.6064 8.6362 1.6817
H25 -5.4169 6.5617 0.8497

The spin multiplicity is 1. Its total charge is +1. The calculation puts the strongest force on any atom at 0.104 Eh/bohr. As for the total energy: -5484.87657 a.u. The calculation puts the orbital gap at 0.044 hartree.